No. 1
A single C4H10N2 molecule in a non-equilibrium geometry, computed with wB97M-V/def2-TZVPD.

Spin multiplicity: 1
HOMO in eV: -7.975
DFT total energy in Eh: -267.82713
LUMO level in eV: 0.9
Gap between HOMO and LUMO in Eh: 0.3275
SMILES string: C/C(N)=C(\C)N

Each line ends with the natural charge from an NBO analysis.
Element x y z (Å)
H -2.3726 1.0462 0.2242  0.381
N -1.4053 -1.5666 0.1267  -0.922
H 0.8855 -2.4329 0.5499  0.245
C 1.1612 -1.4555 0.1475  -0.658
C 1.1695 1.4605 0.0286  -0.649
H 1.4665 1.5930 1.0695  0.211
C -0.4009 0.6434 -0.0698  0.186
H 1.9400 -1.0253 0.7818  0.223
H -2.2513 -1.0931 0.4311  0.342
H -1.5596 2.1279 -0.7690  0.384
H 0.9419 2.4369 -0.4020  0.197
H -1.5610 -2.0135 -0.7756  0.353
N -1.4807 1.4581 -0.0125  -0.829
H 1.5581 -1.6014 -0.8611  0.218
H 1.9557 1.0102 -0.5767  0.207
C -0.0469 -0.5879 0.1075  0.111

No. 2
A molecular structure, C37H43F3N4O5SScSe in a non-equilibrium geometry, computed with wB97M-V/def2-TZVPD.

Spin multiplicity: 1
HOMO in eV: -5.045
DFT total energy in Eh: -5891.16271
LUMO level in eV: 1.9
Gap between HOMO and LUMO in Eh: 0.2551
Net charge: -1

Each line ends with the Löwdin charge.
Element x y z (Å)
H -0.2853 3.8120 4.0174  0.064
C -0.1484 -2.4612 -4.7066  -0.168
H -3.3988 0.5322 3.1893  0.114
S 0.9048 2.0879 2.9210  0.925
C 2.3651 1.9707 -1.5224  -0.165
H -2.2680 2.6525 3.4917  0.105
C 4.2642 -1.1028 4.3305  -0.025
H 0.0088 -3.2619 3.5834  0.053
C -7.2413 1.8683 -5.0694  -0.587
H 3.0156 0.7766 1.9250  -0.002
N -1.4878 0.2189 2.3266  -0.132
F -8.2595 2.4439 -4.3963  0.131
H -1.6045 -0.6909 1.8896  0.085
H -7.1084 0.4561 -2.8083  0.122
C 3.3056 2.1651 -2.5111  0.073
N 2.0387 0.7555 -1.0489  0.030
C 2.3532 -1.7304 2.9973  -0.509
H -1.7636 -0.7350 -2.7511  0.124
H -0.8701 -4.1031 -1.7742  0.115
H 0.9362 -4.4959 4.4741  0.069
C -5.0757 0.7617 -2.2031  -0.021
C -3.7347 2.1121 -3.6740  -0.015
N -1.4539 -1.6993 -2.7218  0.110
O 5.0163 2.3181 -4.7327  -0.040
C 2.6950 -0.3024 -1.5359  -0.145
H -1.5242 4.8864 2.2790  0.118
C -0.0089 1.1405 4.1712  -0.413
C 3.8598 0.1453 2.1995  -0.085
H 2.0085 -3.5823 -2.2135  0.108
O 5.5876 0.1346 -4.4733  -0.055
C -0.8668 -0.0095 3.6286  -0.292
F -7.7194 0.6930 -5.5294  0.130
H 5.1235 -0.4553 4.4831  0.111
H -0.5867 1.8546 4.7576  0.063
N -1.6473 2.8924 1.5228  -0.106
C -3.8479 1.3721 -2.4935  -0.254
H -3.2913 0.6825 1.4201  0.101
H -2.2915 -2.1387 -4.5613  0.119
H 0.9549 4.4429 2.9365  0.075
C -0.8946 4.0594 1.9171  -0.271
O 0.7557 2.6923 0.0248  -0.209
C -1.7900 1.1431 -0.8286  -0.048
C 2.9157 -2.9402 5.0073  -0.033
H 4.1843 -1.0482 -2.9075  0.116
H -3.5994 2.8806 2.3646  0.121
H -0.3597 4.3990 1.0363  0.102
Se 1.2145 -1.5072 1.4695  0.791
H 2.7059 -3.7497 5.7017  0.109
H -5.1654 0.1661 -1.3044  0.114
H 0.9121 -4.5429 -3.1933  0.111
H -2.0651 3.0173 0.6113  0.090
C -0.6543 -1.9944 -1.6789  -0.457
O 1.7881 4.2575 -1.1996  0.095
H 4.6599 0.7794 2.5838  0.078
C 2.0925 -2.7794 3.8964  -0.311
H -0.1197 -3.3218 -5.3816  0.111
H -2.7837 2.5696 -3.9143  0.121
H -0.2242 -0.8776 3.5197  0.033
C 4.9757 1.1892 -4.2136  -0.695
C 0.1308 3.7347 3.0122  -0.409
C 3.4674 -0.9032 3.2051  -0.294
H 1.1658 -1.5025 -3.2952  0.095
C -2.7809 0.8974 2.3592  -0.200
H 3.5144 3.1612 -2.8742  0.130
F -6.9976 2.6371 -6.1425  0.132
C -1.4768 -2.5019 -3.9375  -0.164
H 4.2854 -2.5046 7.3506  0.071
H -0.1072 -1.5610 -5.3242  0.113
H 5.5159 -1.4529 6.6389  0.069
C -4.8214 2.2701 -4.5201  -0.010
C -2.7333 1.2448 -1.5998  -0.138
C 3.6547 -0.1874 -2.5210  0.006
H -4.7244 2.8549 -5.4246  0.118
H 4.2059 -0.3316 1.2778  0.084
H -1.7153 -3.5312 -3.6663  0.111
C 4.8810 -2.3204 6.4545  -0.065
C -0.0644 -3.3797 -1.6353  -0.084
H 2.4361 -1.2570 -1.0932  0.063
C 0.9747 -3.7631 3.6656  -0.100
C 3.9986 -2.1045 5.2513  -0.287
C -2.6158 2.4089 2.4847  -0.197
C -6.1594 0.9207 -3.0456  -0.018
H 5.5329 -3.1858 6.3108  0.076
C -6.0358 1.6842 -4.2013  -0.140
C 1.0400 -3.5689 -2.7141  -0.155
C 1.0735 -2.4741 -3.7859  -0.198
H -1.6256 -0.2494 4.3873  0.119
H 1.1285 -4.2889 2.7202  0.067
O -0.4286 -1.1493 -0.8147  -0.155
H 1.9720 -2.5871 -4.3942  0.120
H 0.3429 -3.5057 -0.6339  0.083
C 1.6070 3.1052 -0.8833  -0.540
C 3.9622 1.0622 -3.0454  -0.077
Sc 0.1472 0.8210 0.2788  0.799
H 0.7475 0.7088 4.8271  0.074

No. 3
A molecular structure, C3HCl3O in a non-equilibrium geometry, computed with wB97M-V/def2-TZVPD.

Spin multiplicity: 1
HOMO in eV: -9.598
DFT total energy in Eh: -1570.62206
LUMO level in eV: -0.2
Gap between HOMO and LUMO in Eh: 0.3448

Each line ends with the natural charge from an NBO analysis.
Element x y z (Å)
Cl 1.5631 -1.7173 0.0294  0.038
C -0.0030 0.9048 -0.4766  0.488
O -0.6950 1.1122 0.4729  -0.447
C 2.5355 -0.2795 -0.1284  -0.152
H -0.1213 1.1325 -1.5663  0.173
Cl 4.2162 -0.7361 0.1546  0.017
Cl 2.6060 2.5234 -0.1444  0.080
C 2.0006 0.9343 -0.1688  -0.197

No. 4
A single C5H14N2 molecule in a non-equilibrium geometry, computed with wB97M-V/def2-TZVPD.

Spin multiplicity: 1
HOMO in eV: -9.090
DFT total energy in Eh: -308.34897
LUMO level in eV: 1.1
Gap between HOMO and LUMO in Eh: 0.3747
SMILES string: CCC[C@@H](N)CN

Each line ends with the natural charge from an NBO analysis.
Element x y z (Å)
H -0.5528 -3.3979 -0.2464  0.350
N 1.0904 -0.5861 2.0833  -0.837
H 0.2499 -0.3460 2.4983  0.336
H -1.4349 0.5561 -1.7196  0.199
C -0.6047 -1.3136 0.1819  -0.228
H -1.3140 -1.2833 0.9772  0.192
H 1.2937 1.3530 -1.3887  0.193
H -0.9191 -0.8845 -0.7601  0.177
N 0.0144 -2.7009 0.1368  -0.857
H 0.8696 1.5862 1.3345  0.227
H 1.3000 -1.5448 2.3285  0.361
C 0.7450 -0.4211 0.5539  -0.031
H -1.7328 2.1790 -1.2999  0.198
C -0.9200 1.4966 -1.6887  -0.611
H -0.6681 1.8410 -2.6378  0.207
H 1.5614 -0.4140 -0.0777  0.189
H 0.4750 2.8077 -0.6162  0.210
H 0.8696 -2.7530 -0.4137  0.352
C 0.3508 1.6980 -0.7736  -0.399
H -0.8714 1.0723 0.9378  0.198
C 0.1978 1.0554 0.5901  -0.428

No. 5
A gas-phase ion, C7H13N7 (charge +2) in a non-equilibrium geometry, computed with wB97M-V/def2-TZVPD.

Spin multiplicity: 1
HOMO in eV: -16.205
DFT total energy in Eh: -657.16288
LUMO level in eV: -7.4
Gap between HOMO and LUMO in Eh: 0.3236
Net charge: +2
SMILES string: C=C/N=C/[C@H](C(N)=[NH2+])[n+]1cncn1N

Each line ends with the natural charge from an NBO analysis.
Element x y z (Å)
H 4.4425 -1.3196 -0.0124  0.273
N 0.6937 2.5914 -0.1533  -0.724
H 0.4269 3.5527 -0.3315  0.443
N -2.0879 -0.5464 -0.0810  -0.405
C -0.2332 1.6685 0.0201  0.548
N 2.4853 -0.6494 0.5575  0.016
N -1.5030 1.9118 -0.0234  -0.695
H 1.3479 0.1736 -2.3229  0.264
H -2.7719 -2.4816 -0.5952  0.210
H 0.3009 0.1952 1.4510  0.316
H -4.6452 -0.0735 -0.1285  0.210
N 1.4700 -0.1218 -0.1988  -0.154
C 0.1789 0.2312 0.3512  -0.186
C -0.8541 -0.8260 -0.0363  0.093
H -2.1296 1.0410 0.0033  0.460
H 3.2218 -0.5219 2.4015  0.427
C -4.3504 -1.0835 -0.3613  -0.233
H -1.8692 2.8398 -0.1969  0.437
N 3.1443 -0.5946 -1.5244  -0.375
H -5.1368 -1.7854 -0.5768  0.240
C -3.0724 -1.4634 -0.3723  -0.100
H 1.9509 -1.5837 2.2515  0.410
H -0.4495 -1.8235 -0.2173  0.201
C 1.9178 -0.1386 -1.4676  0.264
N 2.3513 -0.7103 1.9090  -0.635
H 1.6835 2.4283 -0.0544  0.431
C 3.4876 -0.9099 -0.2909  0.265

No. 6
A molecular structure, C11H33FNO9PS3Si2 in a non-equilibrium geometry, computed with wB97M-V/def2-TZVPD.

Spin multiplicity: 1
HOMO in eV: -8.079
DFT total energy in Eh: -3385.84516
LUMO level in eV: 0.5
Gap between HOMO and LUMO in Eh: 0.3149

Each line ends with the natural charge from an NBO analysis.
Element x y z (Å)
H -1.4093 -0.3956 1.6550  0.211
O -0.5827 2.1748 1.7004  -0.900
H -3.5806 0.0522 2.9282  0.201
H -2.3908 -3.9185 -2.3081  0.195
O 3.9795 -1.8170 -1.7594  -0.719
H -1.1157 -5.1033 -2.5237  0.199
H 2.3966 2.2721 0.6205  0.056
H 4.3656 -0.4565 -4.0153  0.216
H -2.5320 6.5929 2.8855  0.214
P 2.4822 2.6459 1.9828  0.325
N -2.0257 2.3191 5.6485  -1.319
H -1.8943 4.3425 2.8048  0.151
H -2.2334 2.0821 6.6124  0.405
C -1.4545 6.4070 2.9062  -0.626
S 3.2325 -0.9307 -0.6510  2.383
Si -0.4536 3.0608 5.5068  2.051
Si 0.4009 2.9376 2.7837  2.089
C -1.7927 1.6029 2.2379  -0.086
H -1.1482 6.4973 3.9547  0.215
C -2.1397 0.3709 1.3749  -0.410
S -1.0912 -5.1325 -5.3035  2.385
H -0.9084 7.1757 2.3534  0.214
O 3.3769 0.4549 -0.9917  -0.949
O -0.6734 -6.3817 -4.7455  -0.936
H -1.8153 -5.8687 -7.3929  0.254
C -2.3163 -5.4228 -6.5363  -0.887
O 1.9433 -1.5012 -0.3874  -0.944
C -0.5152 -3.0523 -2.8695  -0.647
C -1.1311 5.0055 2.3687  -0.065
H -0.2352 -2.8333 -1.8380  0.236
C 4.3108 -1.2976 0.6863  -0.905
H 2.2921 -2.3894 -2.8440  0.194
S 3.3246 1.1276 2.9340  -0.662
H 3.8470 -2.8634 -3.5039  0.197
O 0.4023 2.2748 4.3030  -1.226
C 3.3452 -0.8239 -3.9032  -0.641
H 4.2336 -2.3555 0.9248  0.245
H -2.7630 -4.4726 -6.8172  0.252
F 0.2836 2.7355 6.8926  -0.643
H -0.9180 -2.1488 -3.3287  0.216
H -1.2512 5.0488 1.2819  0.190
H 5.3274 -1.0345 0.4046  0.249
H -3.6157 -1.2271 1.7128  0.217
H 0.3906 -3.3152 -3.4144  0.218
H -0.5455 4.5054 5.3348  -0.252
H -2.0917 0.5960 0.3093  0.212
O -2.0374 -4.3906 -4.2548  -0.723
O 0.1731 4.5957 2.7936  -0.908
H -4.3676 0.3633 1.3917  0.204
H -2.7512 2.9075 5.2540  0.387
C -1.5301 -4.1760 -2.9237  -0.078
C 3.3140 -2.0511 -3.0119  -0.077
H -1.6943 1.2332 3.2614  0.206
O -0.1379 -4.1966 -5.8146  -0.936
H 3.9790 -0.6840 1.5270  0.288
H 3.2758 3.7953 2.1953  0.019
C -3.5159 -0.1483 1.8497  -0.614
H 2.7534 -0.0132 -3.4789  0.224
H -3.0628 -6.1042 -6.1374  0.251
H 2.9393 -1.0589 -4.8880  0.219
H -2.6301 2.3079 2.1356  0.165